Below is 2 unconnected molecules or ions with the total composition C9H13NO in a non-equilibrium geometry, with properties calculated with ωB97M-V/def2-TZVPD.

ORCA input file:
```
! RIJCOSX wB97M-V def2-TZVPD def2/J DEFGRID3
* xyz 0 1
H 1.0117 -1.3218 -0.3818
C -3.3081 0.8125 -0.9023
O 2.6329 1.3243 0.3031
H 0.9278 0.1395 -1.3918
H 5.3797 -0.5498 -1.1483
C -2.4384 1.3873 0.0146
H -2.1497 2.4014 -0.2530
H -0.0068 -0.1791 0.3845
H -2.9874 -2.5420 -0.0641
H -1.7366 -1.3416 1.9947
C -3.4293 -0.5386 -0.7108
H -1.4225 1.2163 1.9197
C 0.9207 -0.2542 -0.3604
C -2.7771 -1.3765 0.0556
H -3.4050 1.3219 -1.8899
H 4.4586 0.8499 -0.1020
H -3.8863 -1.1259 -1.5055
C -1.8978 0.5391 1.0982
C -2.1417 -0.7814 1.1523
N 3.2845 -0.8340 -0.0600
C 4.6891 -0.2354 -0.2470
H 2.9001 -1.5235 -0.6989
C 2.3113 0.1889 -0.0312
H 5.2891 -0.5524 0.7181
*
```

Calculated values
E_HOMO = -9.47 eV
molar mass = 151.21 g/mol
LUMO level = 0.81 eV
energy relative to the best compared isomer or geometry (same formula, charge and spin) = 343.4 kJ/mol
gap between HOMO and LUMO = 0.3777 hartree

=====

Below is 2 unconnected molecules or ions with the total composition C9H13NO2 in a non-equilibrium geometry, with properties calculated with ωB97M-V/def2-TZVPD.

ORCA input file:
```
! RIJCOSX wB97M-V def2-TZVPD def2/J DEFGRID3
* xyz -1 2
H 0.9849 -2.4535 -1.2363
C -0.8750 -1.1354 1.3484
H 2.3111 3.0639 0.8248
H 0.2491 1.5523 -0.0759
C 0.1032 -1.8458 0.6778
H -0.0567 -1.5430 -3.1747
C 0.2516 -1.7988 -0.7654
H 0.1023 3.3218 -0.8371
H -0.8956 -2.7337 2.8638
C -0.7927 -1.1052 -1.4161
H -0.8197 -1.1552 3.6041
H -2.2826 -1.4016 2.8913
N 2.7409 2.6322 0.0291
C -1.7155 -0.3126 0.5984
C -1.7996 -0.3775 -0.8090
H 3.7464 2.5463 0.0591
H -0.0757 1.9045 -1.8449
H -2.6630 -0.0635 -1.3709
C 1.9851 2.0530 -1.0313
H 0.8520 -2.4388 1.2860
C -1.2398 -1.6439 2.7125
O 2.6228 1.5736 -1.9295
H -2.3821 0.2352 1.3062
O -0.8188 -1.0965 -2.8023
C 0.4675 2.2222 -0.9081
*
```

Calculated values
E_HOMO (spin up / spin down) = 0.63 / -3.36 eV
molar mass = 167.21 g/mol
LUMO level (spin up / spin down) = 3.56 / 3.47 eV
energy relative to the best compared isomer or geometry (same formula, charge and spin) = 151.3 kJ/mol
gap between HOMO and LUMO (spin up / spin down) = 0.1078 / 0.2512 hartree

=====

Below is a single C9H13NO2 molecule in a non-equilibrium geometry, with properties calculated with ωB97M-V/def2-TZVPD.

ORCA input file:
```
! RIJCOSX wB97M-V def2-TZVPD def2/J DEFGRID3
* xyz 0 1
H -0.6991 1.0650 -1.3485
C -1.6511 -1.0616 -1.5610
C -0.6981 -2.2751 -1.4435
H -2.0174 -0.2729 1.1641
C 0.7144 1.7358 1.4790
H -0.6693 0.8637 2.8006
H -1.6539 1.4624 0.6565
N 0.7092 -0.4318 -0.9033
O 2.7366 -0.3248 0.5902
H 0.3390 2.8146 1.4030
H 2.5076 2.1887 0.1004
H 1.6917 1.6231 2.2468
C -0.2555 0.5673 1.8085
H -1.9582 -0.7830 -2.6882
C -0.6628 0.0684 -0.7831
H -2.5891 -0.9299 -0.7205
O 1.6646 -2.6420 -0.4965
H -1.1094 -3.3104 -0.8704
C 1.4376 1.6484 0.1299
H -0.4531 -2.6854 -2.3890
H 1.1085 2.1143 -0.8941
H 0.1999 -0.2619 2.0945
C -1.2113 0.4266 0.6789
C 1.7723 0.2317 -0.0762
C 0.7471 -1.8315 -0.9783
*
```

Calculated values
E_HOMO = -9.33 eV
molar mass = 167.21 g/mol
LUMO level = 0.54 eV
energy relative to the best compared isomer or geometry (same formula, charge and spin) = 469.5 kJ/mol
gap between HOMO and LUMO = 0.3627 hartree

=====

Below is 2 unconnected molecules or ions with the total composition C9H13NO2 in a non-equilibrium geometry, with properties calculated with ωB97M-V/def2-TZVPD.

ORCA input file:
```
! RIJCOSX wB97M-V def2-TZVPD def2/J DEFGRID3
* xyz 0 1
C 0.5041 -0.4570 1.1640
O -1.0188 -2.1174 1.8617
H -2.4362 0.5410 -0.4934
C -2.6176 1.4771 0.0329
H 0.3721 2.5502 -0.8813
H -0.2589 -3.4127 -0.3132
H -0.6691 1.5059 -1.6506
H 2.1573 -0.5214 -3.0722
N -0.5889 2.2423 -0.9681
H -1.1003 -3.0728 1.8060
H 2.2780 0.6562 0.4907
C 0.1828 -2.4341 -0.1951
C -0.1236 -1.6636 0.9192
C 1.6141 -0.6562 -0.9698
H 0.1911 0.2544 1.9121
C -1.2899 2.1806 0.2046
H 1.1513 -2.3706 -2.1287
H 1.8818 0.9908 -2.2615
H -3.2208 2.1024 -0.6273
H 3.4050 0.1473 -1.9941
C 2.3367 -0.0001 -2.1282
C 1.0387 -1.9130 -1.1540
O -0.9459 2.6940 1.2444
C 1.4350 0.0227 0.2432
H -3.1605 1.3473 0.9652
*
```

Calculated values
E_HOMO = -8.54 eV
molar mass = 167.21 g/mol
LUMO level = 0.74 eV
energy relative to the best compared isomer or geometry (same formula, charge and spin) = 66.5 kJ/mol
gap between HOMO and LUMO = 0.3410 hartree

=====

Below is a molecular structure, C9H13NO2 in a non-equilibrium geometry, with properties calculated with ωB97M-V/def2-TZVPD.

ORCA input file:
```
! RIJCOSX wB97M-V def2-TZVPD def2/J DEFGRID3
* xyz 0 1
C 0.6824 2.1165 -1.9538
C -0.3992 -0.5041 0.6185
N -1.4951 -0.5271 -1.6969
H -0.3212 2.5460 -2.0118
C 1.2368 1.9064 -0.6082
C -0.5363 0.0589 -0.8367
O -2.6443 -0.8459 -1.3224
H -0.7071 -2.7635 0.3346
C -1.3345 0.6233 0.9106
H 0.2852 -1.6690 2.9513
H -2.3187 0.5304 0.7665
H 1.2958 2.2861 -2.9008
H 1.1388 0.1704 2.0425
H -1.7093 -2.0571 1.6466
C 0.6951 0.7109 -1.3729
H 1.8880 -0.6393 0.6526
H 2.2805 1.8911 -0.3495
O -1.1359 -0.6758 -2.8566
C 0.5152 -1.8620 1.9836
H 1.3259 0.0324 -1.8400
C -0.6683 -1.9338 1.0223
C 0.9547 -0.5803 1.3198
H 1.1920 -2.7703 2.0352
H 0.6777 2.4722 0.1791
H -0.8982 1.4836 1.2863
*
```

Calculated values
E_HOMO = -9.04 eV
molar mass = 167.21 g/mol
LUMO level = -0.18 eV
energy relative to the best compared isomer or geometry (same formula, charge and spin) = 785.5 kJ/mol
gap between HOMO and LUMO = 0.3255 hartree

=====

Below is 2 unconnected molecules or ions with the total composition C9H13NO2 in a non-equilibrium geometry, with properties calculated with ωB97M-V/def2-TZVPD.

ORCA input file:
```
! RIJCOSX wB97M-V def2-TZVPD def2/J DEFGRID3
* xyz 0 1
C 2.8044 -1.2813 -1.9119
H -0.4247 -3.5296 0.6788
H -1.9449 -0.6319 1.2346
H 2.7933 -0.2129 -2.1363
C -0.6860 -0.3967 -0.6958
O -1.8829 -1.5398 1.0407
C 1.0836 -2.6572 -0.7453
H 0.7894 0.5602 -1.8996
O -2.0827 0.9729 1.7502
C -1.3326 1.9263 1.4723
H -2.7534 3.1883 0.5015
H -1.1530 3.8674 0.4948
C 0.5565 -0.3977 -1.3858
C -1.8381 3.2602 1.0678
N 0.0704 1.8140 1.6909
H 0.5827 1.0523 2.0831
H 3.5632 -1.6917 -1.2796
C -0.0611 -2.6898 0.0642
H 2.8248 -1.8399 -2.9092
C 1.4372 -1.4752 -1.2506
C -0.9256 -1.6045 0.0807
H 1.6503 -3.4829 -1.0163
H -2.1806 3.7790 2.0394
H -1.4413 0.2939 -0.8443
H 0.5511 2.7167 1.8758
*
```

Calculated values
E_HOMO = -7.87 eV
molar mass = 167.21 g/mol
LUMO level = 0.59 eV
energy relative to the best compared isomer or geometry (same formula, charge and spin) = 131.7 kJ/mol
gap between HOMO and LUMO = 0.3106 hartree

=====

Below is a single C9H13NO2S molecule in a non-equilibrium geometry, with properties calculated with ωB97M-V/def2-TZVPD.

ORCA input file:
```
! RIJCOSX wB97M-V def2-TZVPD def2/J DEFGRID3
* xyz 0 1
H -1.3884 0.1273 2.1542
H -3.9026 0.7436 1.7251
H 4.4041 -0.7107 -0.3419
C -3.7212 -0.0885 -0.2457
S -2.5035 -0.9784 -1.0821
H 0.1704 -2.1332 0.8643
H 3.7095 0.1353 0.8517
O 0.1211 2.3905 0.7468
C -0.0056 -1.3987 0.0761
O -0.8802 2.2999 -1.2280
H -4.7041 0.0536 -0.6461
N 3.5803 -0.1751 -0.1019
H 1.9018 1.2397 -1.1146
H 1.1767 0.0770 1.0711
C 0.0305 1.8851 -0.3452
H 2.4193 -1.6389 -1.0973
C 0.9102 0.7722 -0.9189
C -3.2748 0.2811 0.9806
H -1.4002 2.9584 -0.7699
C -1.9318 -0.1040 1.2491
C 2.4459 -1.1186 -0.1204
C 1.1228 -0.3874 0.0908
H 2.5815 -1.8921 0.6962
H 0.0254 -1.9804 -0.8565
C -1.3872 -0.8020 0.2335
H 0.5001 0.4444 -1.8709
*
```

Calculated values
E_HOMO = -8.79 eV
molar mass = 199.27 g/mol
LUMO level = 0.76 eV
energy relative to the best compared isomer or geometry (same formula, charge and spin) = 0.0 kJ/mol
gap between HOMO and LUMO = 0.3511 hartree

=====

Below is 2 unconnected molecules or ions with the total composition C9H13NO2S in a non-equilibrium geometry, with properties calculated with ωB97M-V/def2-TZVPD.

ORCA input file:
```
! RIJCOSX wB97M-V def2-TZVPD def2/J DEFGRID3
* xyz 0 3
H -4.7607 1.1655 0.8241
H 2.6056 2.6072 -0.0171
C 3.8862 -0.9113 -0.8267
H -2.8933 -0.5096 -1.9953
C -2.4678 -0.4714 -0.9588
H -0.8159 -1.6410 -1.7109
C -1.3074 -0.7067 1.5418
S 2.7075 0.1733 0.0454
H 4.2949 -1.6585 -0.1444
C -1.3764 -1.2921 -0.8113
H -2.9701 0.3945 2.3753
H 4.0419 2.0374 0.9602
H 3.2111 -1.4587 -1.5025
H 4.1362 2.0679 -0.9020
C -3.0265 0.2024 0.1358
H -3.8221 2.2267 -0.3648
N 1.2676 -1.9346 1.4936
O 0.4233 -2.0736 0.5440
C -4.1138 1.1870 -0.0742
O 1.5731 0.1594 -0.8740
C -2.4430 0.0520 1.3797
H -4.8415 0.9912 -0.8137
H -0.8448 -0.8025 2.4967
H 4.7101 -0.3640 -1.2424
C -0.7009 -1.2881 0.4529
C 3.5268 1.8478 -0.0114
*
```

Calculated values
E_HOMO (spin up / spin down) = -7.90 / -8.54 eV
molar mass = 199.28 g/mol
LUMO level (spin up / spin down) = 0.78 / 0.30 eV
energy relative to the best compared isomer or geometry (same formula, charge and spin) = 59.6 kJ/mol
gap between HOMO and LUMO (spin up / spin down) = 0.3190 / 0.3248 hartree

=====

Below is a single C9H13NO3S molecule in a non-equilibrium geometry, with properties calculated with ωB97M-V/def2-TZVPD.

ORCA input file:
```
! RIJCOSX wB97M-V def2-TZVPD def2/J DEFGRID3
* xyz 0 1
C 0.9152 1.5979 -0.7892
H 1.6012 -0.2133 0.0206
C 0.3661 1.3803 -2.1431
H 1.4225 -3.4661 -1.3451
H 0.6168 3.6571 -1.2603
O -0.6286 -3.6682 0.8893
H -2.1380 1.5083 0.4154
C 1.0028 0.6923 0.3079
H -1.0252 0.2534 3.9643
H 0.0837 3.4548 0.4398
H 0.1518 0.2811 -2.4351
C -0.4872 0.2039 0.7045
N -0.7903 0.4897 1.9878
S 0.2089 -2.5220 0.5742
C 0.6128 -2.7394 -1.1862
O 1.3410 -2.1192 1.3624
H -0.6510 -1.3867 2.9925
H -2.0077 0.2267 -0.7311
C -1.4721 1.0435 -0.2739
H 0.7256 -1.7758 -1.6194
C 0.2370 2.9790 -0.5767
C -0.8077 -0.2707 2.9731
H 0.5457 2.1337 -2.8920
H -0.1233 -3.2825 -1.7367
H 1.6669 0.9862 1.1587
O -0.7623 -1.3160 0.3449
C -0.6045 1.8723 -1.1466
*
```

Calculated values
E_HOMO = -8.70 eV
molar mass = 215.27 g/mol
LUMO level = 0.69 eV
energy relative to the best compared isomer or geometry (same formula, charge and spin) = 456.6 kJ/mol
gap between HOMO and LUMO = 0.3453 hartree

=====

Below is a molecular structure, C9H13NOSi in a non-equilibrium geometry, with properties calculated with ωB97M-V/def2-TZVPD.

ORCA input file:
```
! RIJCOSX wB97M-V def2-TZVPD def2/J DEFGRID3
* xyz 0 1
H 2.9644 1.2832 -2.2134
C -2.5375 0.3277 -0.9639
C -1.6795 -1.8335 0.6592
H 2.2043 -0.4161 -2.0266
O -0.4349 1.3413 -0.8295
H 1.4464 -2.6083 1.2694
H -4.4526 -0.5846 -0.8620
C 1.8633 2.8107 0.2587
H 2.8342 2.8920 0.7953
H -3.7662 -2.4393 0.5870
H 1.8660 3.6483 -0.4866
H 3.4005 0.2369 -0.9940
H 0.4116 -1.6560 2.4088
H -2.8718 1.1765 -1.4930
C -1.2114 0.2428 -0.5221
C -0.7845 -0.8184 0.3350
H -1.3423 -2.5875 1.3390
C 1.0566 -1.5634 1.5614
Si 1.1967 1.1971 -0.5780
C 2.5299 0.4715 -1.5391
H 1.1404 3.0750 0.9768
H 2.0283 -1.0508 1.9409
C -3.4486 -0.6589 -0.5134
N 0.5674 -0.8031 0.5823
C -2.9810 -1.6833 0.3079
*
```

Calculated values
E_HOMO = -6.73 eV
molar mass = 179.29 g/mol
LUMO level = 0.43 eV
energy relative to the best compared isomer or geometry (same formula, charge and spin) = 108.2 kJ/mol
gap between HOMO and LUMO = 0.2635 hartree